DFT (ωB97M-V/def2-TZVPD) results for C39H50CoGeN2O2PSSeSi2 as an isolated structure.

Output
- relative energy (zero: lowest compared OMol25 entry of this formula, charge and spin) (kJ/mol) = 0.0
- orbital gap (spin up / spin down) (eV) = 6.831 / 6.411
- HOMO level (spin up / spin down) (eV) = -4.6262 / -4.2050
- net charge = -1
- E (eV) = -243702.2891
- <S²> = 0.815
- F_max (eV/A) = 1.00
- spin multiplicity = 2

```
100
Properties=species:S:1:pos:R:3:forces:R:3
Co 0.86092 -0.23816 -1.18258 -0.709 -0.235 -0.670
O 0.34099 -4.12233 0.15971 0.091 0.061 -0.087
C 0.58206 -3.16700 -0.57790 -0.066 -0.026 0.036
O 1.13588 -2.06858 -0.23758 0.384 0.178 0.326
C 0.16275 -3.21116 -2.05361 -0.045 0.117 0.128
P -0.56343 -1.56873 -2.42590 -0.193 -0.075 -0.196
C -0.79311 -1.68307 -4.25332 0.022 -0.011 -0.005
C -1.20613 -0.56966 -4.98368 -0.023 -0.060 -0.065
C -1.40363 -0.64061 -6.35451 0.001 0.008 0.036
C -1.17670 -1.82956 -7.03102 0.001 -0.007 -0.001
C -0.75850 -2.94470 -6.32156 -0.004 -0.010 -0.015
C -0.57469 -2.87291 -4.94745 0.006 0.010 0.003
C -2.32758 -1.78896 -1.91156 0.042 -0.077 0.038
C -2.63216 -2.50670 -0.75160 -0.007 -0.045 -0.093
C -3.94738 -2.66440 -0.33755 -0.004 -0.013 0.030
C -4.98642 -2.10548 -1.06590 0.026 0.009 -0.021
C -4.69703 -1.38248 -2.21370 -0.005 0.010 -0.017
C -3.38238 -1.22842 -2.63194 0.024 0.089 0.074
H -0.47894 -4.06170 -2.27270 -0.015 -0.020 0.044
H 1.07910 -3.26469 -2.64785 -0.004 -0.043 -0.004
H -1.36097 0.37259 -4.48193 0.008 0.051 0.015
H -1.71969 0.24342 -6.89471 0.002 -0.002 0.002
H -1.31864 -1.88484 -8.10324 0.000 -0.002 0.005
H -0.57476 -3.87994 -6.83617 -0.003 0.003 0.001
H -0.25818 -3.76159 -4.42014 0.005 0.006 -0.018
H -1.85432 -2.99526 -0.18222 0.106 -0.001 0.052
H -4.15645 -3.23967 0.55645 0.001 0.011 -0.002
H -6.01136 -2.23796 -0.74328 0.016 -0.050 -0.043
H -5.49729 -0.94499 -2.79906 0.010 0.001 0.010
H -3.18568 -0.67488 -3.54019 -0.028 -0.011 0.012
C 4.24209 0.30257 -0.38583 -0.002 0.038 -0.005
Si 2.50163 1.08751 -0.37970 0.303 0.058 0.319
C 2.21382 1.61453 1.43583 0.032 -0.003 -0.030
C 2.68263 2.78533 -1.23635 -0.234 -0.016 -0.208
C 3.55031 3.81686 -0.86935 0.008 0.018 -0.038
C 3.50930 5.04520 -1.51466 0.009 -0.010 0.019
C 2.59246 5.26091 -2.53954 -0.011 -0.019 -0.020
C 1.72684 4.24375 -2.91841 0.007 0.006 -0.005
C 1.76003 3.00080 -2.28076 0.165 -0.064 0.271
Si 0.72060 1.45290 -2.68575 0.149 0.176 -0.010
C -1.04377 2.21343 -2.94538 0.061 -0.033 -0.009
C 1.41411 0.97517 -4.41417 0.024 0.059 -0.027
H 4.99773 0.97036 0.04331 -0.021 -0.014 0.007
H 4.54713 0.06523 -1.40906 -0.003 -0.002 0.016
H 4.24592 -0.63178 0.18365 -0.009 0.015 -0.004
H 3.05979 2.19779 1.81787 -0.010 -0.022 -0.016
H 2.07349 0.73968 2.07506 -0.029 0.036 0.020
H 1.32239 2.24211 1.52302 0.002 0.001 -0.010
H 4.26249 3.66544 -0.06214 -0.002 0.004 -0.007
H 4.18460 5.84106 -1.21883 -0.003 -0.007 0.000
H 2.55756 6.22302 -3.03953 -0.001 -0.007 0.001
H 1.01909 4.42422 -3.72417 0.003 0.002 0.013
H -1.17067 2.64122 -3.94696 0.017 -0.038 0.004
H -1.18509 3.03513 -2.23738 0.010 0.011 -0.032
H -1.85700 1.50312 -2.76734 -0.003 0.007 -0.006
H 0.83066 1.39512 -5.24022 0.034 0.011 0.013
H 1.47524 -0.10383 -4.56528 -0.020 0.023 -0.027
H 2.42821 1.37680 -4.49389 -0.004 -0.013 0.043
S -3.47885 1.43296 3.65128 -0.020 -0.039 0.037
C -2.34350 0.98545 2.36039 -0.039 -0.021 0.005
C -1.79132 -0.28347 2.31121 0.009 0.003 0.011
C -0.90173 -0.58173 1.29142 0.037 -0.018 0.016
N -0.54582 0.29727 0.35145 -0.150 -0.001 0.073
C -1.05648 1.52653 0.43104 -0.001 0.019 -0.020
C -1.96013 1.91458 1.40580 -0.007 0.051 -0.010
C -4.98423 0.69250 3.09849 0.011 0.023 -0.043
C -6.01565 0.56454 4.02563 0.010 0.013 0.022
C -7.22793 0.04619 3.60821 -0.014 -0.001 0.013
N -7.48169 -0.35001 2.36211 0.026 0.015 -0.007
C -6.48170 -0.23191 1.49095 -0.027 0.008 0.004
C -5.22663 0.27334 1.79632 0.025 -0.019 0.016
H -2.03998 -1.03039 3.05324 0.018 -0.010 -0.009
H -0.42196 -1.54856 1.23263 -0.049 -0.057 -0.025
H -0.71069 2.22813 -0.31526 -0.021 0.022 -0.009
H -2.35537 2.92120 1.42092 0.015 0.000 -0.014
H -5.87239 0.85510 5.05869 -0.005 0.013 -0.009
H -8.04075 -0.06024 4.31935 0.007 0.000 -0.003
H -6.68820 -0.55536 0.47709 -0.004 0.042 0.051
H -4.46611 0.32718 1.02891 0.000 0.002 -0.009
C 2.09141 1.22510 5.28076 0.016 0.006 -0.017
Ge 3.50162 -0.12489 5.12773 -0.008 -0.058 -0.040
C 4.55514 -0.14415 6.79167 -0.024 0.000 -0.002
C 4.68600 0.26953 3.62375 0.001 -0.029 0.016
C 2.61368 -1.86565 4.88829 0.038 0.073 0.000
Se 1.71348 -1.96670 3.14778 0.003 -0.094 0.084
C 3.15841 -2.80542 2.16479 -0.022 -0.031 -0.003
H 2.46543 2.21125 5.00297 0.006 -0.007 0.018
H 1.71315 1.26975 6.30381 -0.017 -0.010 -0.019
H 1.26886 0.98200 4.60652 0.009 -0.003 -0.012
H 4.95483 0.84821 7.00790 -0.002 -0.004 -0.009
H 5.39264 -0.83914 6.71259 -0.010 -0.001 -0.006
H 3.93287 -0.45195 7.63392 0.009 0.008 0.000
H 4.97927 1.32056 3.64440 -0.002 -0.008 0.017
H 4.17335 0.08721 2.67960 0.040 -0.003 0.020
H 5.59079 -0.33939 3.66421 -0.013 -0.017 0.000
H 1.84219 -1.99169 5.64935 0.015 0.006 0.019
H 3.29309 -2.71424 4.97357 0.004 0.009 -0.014
H 4.09513 -2.28970 2.36690 0.004 0.025 -0.010
H 2.88342 -2.70852 1.11737 0.008 0.003 0.002
H 3.22853 -3.85674 2.43489 0.016 0.007 0.018
```
Forces are in eV/Å.